Model w:
A single FH5N3P molecule. Source: the Open Molecules 2025 dataset; level of theory: wB97M-V/def2-TZVPD.

Element x y z (Å)
1 N -1.42 0.91 -0.26
2 P -0.27 0.07 0.47
3 N 1.00 1.05 0.47
4 N 0.11 -1.38 -0.29
5 F -0.49 -0.33 2.19
6 H -2.27 0.21 -0.30
7 H 1.63 1.01 1.23
8 H 0.74 1.97 0.23
9 H 0.93 -1.95 -0.05
10 H -0.78 -1.65 -0.72

SMILES string = N=P(N)(N)F
HOMO energy = -9.267 eV
Gap between HOMO and LUMO = 9.933 eV
Spin multiplicity = 1

Atom charges from the Löwdin analysis, given in e for atoms 1 to 6: -0.2279 0.4781 -0.0674 -0.0884 -0.3100 0.0068


Model x:
2 unconnected molecules or ions with the total composition FH5N3P. Source: the Open Molecules 2025 dataset; level of theory: wB97M-V/def2-TZVPD.

Element x y z (Å)
1 N 1.66 0.04 -1.06
2 N -0.28 1.61 -0.18
3 N -0.40 -1.32 1.59
4 F -1.01 -0.40 -1.29
5 P 0.28 0.10 -0.43
6 H 1.75 -0.54 -1.88
7 H -1.19 1.84 0.17
8 H 0.23 2.30 0.28
9 H 0.31 -1.99 1.40
10 H -1.34 -1.65 1.40

HOMO energy (alpha / beta) = -9.074 / -9.063 eV
Gap between HOMO and LUMO (alpha / beta) = 8.573 / 8.565 eV
Spin multiplicity = 1

Atom charges from the Löwdin analysis, given in e for atoms 1 to 6: -0.1941 -0.0741 -0.0666 -0.2386 0.6345 -0.0060


Here is how they stack up, most stable first: model w, model x.